Density functional theory data (ωB97M-V/def2-TZVPD) for a molecular structure, C3H4NaO3.

```
11
Properties=species:S:1:pos:R:3
C -0.40 0.88 0.33
C 0.71 1.31 -0.28
O -1.55 0.49 -0.29
H -0.50 0.85 1.42
H 0.72 1.53 -1.35
H 1.62 1.57 0.26
H -1.60 0.83 -1.19
O 2.23 -1.67 0.31
C 1.10 -1.94 0.32
O -0.02 -2.24 0.27
Na -2.30 -1.61 0.21
```

relative energy (zero: lowest compared OMol25 entry of this formula, charge and spin): 0.0 kJ/mol
charge: +1
orbital gap: 0.341 hartree

The Mulliken scheme yields these atomic charges, measured in e: atom 1 (C): 0.061, atom 2 (C): -0.722, atom 3 (O): -0.530, atom 4 (H): 0.396, atom 5 (H): 0.232, atom 6 (H): 0.285, atom 7 (H): 0.272, atom 8 (O): -0.300, atom 9 (C): 0.780, atom 10 (O): -0.496, atom 11 (Na): 1.021

Density functional theory data (ωB97M-V/def2-TZVPD) for 5 unconnected molecules or ions with the total composition H10O5.

```
15
Properties=species:S:1:pos:R:3
O -0.75 -2.26 -1.36
H -1.24 -3.08 -1.26
H -0.43 -2.07 -0.48
O -1.85 0.13 -2.09
H -1.16 0.58 -1.60
H -1.64 -0.80 -2.01
O 1.17 3.14 1.26
H 1.28 2.68 2.09
H 1.97 3.67 1.18
O 0.14 1.09 -0.39
H 0.33 1.86 0.15
H 0.35 0.35 0.18
O 0.51 -1.62 1.09
H 0.88 -2.48 1.30
H 0.44 -1.18 1.93
```

relative energy (zero: lowest compared OMol25 entry of this formula, charge and spin): 92.8 kJ/mol
SMILES: O.O.O.O.O
orbital gap: 0.342 hartree

The Mulliken scheme yields these atomic charges, measured in e: atom 1 (O): -0.675, atom 2 (H): 0.340, atom 3 (H): 0.359, atom 4 (O): -0.679, atom 5 (H): 0.407, atom 6 (H): 0.390, atom 7 (O): -0.660, atom 8 (H): 0.311, atom 9 (H): 0.309, atom 10 (O): -0.656, atom 11 (H): 0.388, atom 12 (H): 0.273, atom 13 (O): -0.704, atom 14 (H): 0.291, atom 15 (H): 0.306

Density functional theory data (ωB97M-V/def2-TZVPD) for a molecular structure, C6H7LiO7Tm.

```
22
Properties=species:S:1:pos:R:3
O 1.22 1.03 -2.28
C 2.54 0.92 -1.81
C 2.53 0.52 -0.35
O 1.56 -0.59 -0.27
C 0.81 -0.83 0.80
O -0.44 -1.04 0.28
O 1.10 -0.77 1.95
Li 0.69 2.58 -3.06
Tm 0.17 -0.52 -2.03
H 3.08 1.88 -1.88
H 3.11 0.18 -2.40
H 2.17 1.32 0.31
H 3.50 0.14 0.00
O -3.22 0.30 0.83
C -2.48 0.70 1.87
C -2.86 -1.03 0.45
O -2.61 1.72 2.46
O -1.53 -0.23 2.14
C -1.54 -1.24 1.18
H -2.77 -1.09 -0.64
H -3.62 -1.73 0.80
H -1.41 -2.22 1.66
```

2S+1: 3
charge: +3
orbital gap (alpha / beta): 0.203 / 0.191 hartree

The Mulliken scheme yields these atomic charges, measured in e: atom 1 (O): -0.576, atom 2 (C): -0.477, atom 3 (C): -0.263, atom 4 (O): -0.262, atom 5 (C): 0.608, atom 6 (O): -0.339, atom 7 (O): -0.280, atom 8 (Li): 0.915, atom 9 (Tm): 1.733, atom 10 (H): 0.435, atom 11 (H): 0.373, atom 12 (H): 0.389, atom 13 (H): 0.337, atom 14 (O): -0.302, atom 15 (C): 0.571, atom 16 (C): -0.391, atom 17 (O): -0.395, atom 18 (O): -0.329, atom 19 (C): 0.421, atom 20 (H): 0.049, atom 21 (H): 0.341, atom 22 (H): 0.441

| no. | E (Ha) |
| --- | --- |
| 1 | -504.55163 |
| 2 | -382.18881 |
| 3 | -1851.12855 |